# C4H8N3

An isolated ion of composition C4H8N3 and charge +1 at a distorted geometry (ωB97M-V/def2-TZVPD, the Open Molecules 2025 dataset).

Structure (XYZ):
```
15
Properties=species:S:1:pos:R:3:forces:R:3:lowdin_charge:R:1
C -2.47210 0.04550 0.07982 2.7 2.3 -0.3 -0.125
C 0.51418 -0.38376 -0.13673 1.9 -0.3 0.3 -0.272
C 1.24274 -0.51384 1.14544 1.4 0.7 2.1 -0.006
C 1.28085 0.27909 -1.25964 -2.1 0.8 1.4 0.042
N -1.69991 -1.17571 -0.30479 -0.7 -1.5 -0.2 0.170
N -0.51774 -1.09487 -0.33863 -0.8 0.7 0.1 0.124
N -1.79345 1.02109 0.45517 0.5 -0.6 0.4 0.195
H -3.42951 -0.04610 -0.31119 -2.0 -0.2 0.0 0.105
H 2.18647 -1.09069 1.03254 -0.5 0.2 -0.5 0.118
H 0.79587 -0.95598 2.08612 -0.2 0.6 -1.5 0.122
H 1.62580 0.53678 1.36608 -0.6 -1.2 -0.1 0.128
H 1.64743 1.20846 -0.84891 0.4 0.2 0.0 0.107
H 0.61205 0.49898 -2.04241 -0.8 0.3 -1.1 0.084
H 2.04020 -0.31703 -1.64057 1.6 -1.2 -0.4 0.090
H -2.03289 1.98809 0.71771 -0.7 -1.0 -0.4 0.118
```
Positions in Å, forces in eV/Å.

Summary:
Charge: +1
HOMO level in eV: -15.2
HOMO-LUMO gap in eV: 9.5
Energy above the lowest of the compared OMol25 structures with the same formula, charge and spin in kcal per mole: 115.05
Largest force on an atom in Eh/bohr: 0.070
SMILES: [H]/N=C/N=[N+]=C(C)C
Energy in eV: -8737.7926

=====

# C4H8N3O3S

A 2-piece molecular cluster, C4H8N3O3S overall at a distorted geometry (ωB97M-V/def2-TZVPD, the Open Molecules 2025 dataset).

Structure (XYZ):
```
19
Properties=species:S:1:pos:R:3:forces:R:3:lowdin_charge:R:1
C -1.32771 2.04437 0.85066 0.0 0.4 -0.3 0.015
C -1.52602 0.83863 0.19015 -1.7 1.2 -0.5 -0.028
C 0.02202 2.04881 1.13907 1.6 1.4 2.8 -0.006
C 1.91497 0.65436 0.51633 1.2 0.7 -4.4 0.010
N -0.36512 0.15462 0.16468 -1.4 -0.5 -0.6 -0.106
N 0.54875 0.91255 0.74649 0.5 0.7 0.4 -0.172
N 0.15383 -2.46519 -1.98310 -2.2 -0.7 3.1 0.058
O 0.89354 -1.91364 1.07398 0.7 0.0 1.2 -0.278
O -1.51567 -2.15640 0.46242 -1.0 0.4 0.4 -0.274
O -0.92773 -1.98189 -2.58942 0.7 0.6 -0.1 -0.045
S -0.20837 -1.66904 0.23216 0.5 -1.7 -3.8 0.793
H -1.97141 2.89509 1.06645 -0.1 -0.6 -0.3 0.132
H -2.44496 0.61300 -0.38666 0.9 -0.7 0.8 0.162
H 0.70068 2.68550 1.84259 -1.5 -0.8 -1.9 0.201
H 2.56256 1.45879 0.79257 0.0 0.5 0.5 0.105
H 2.15842 -0.22853 0.95890 1.2 -2.2 1.2 0.037
H 2.06470 0.54014 -0.68172 -0.3 0.2 2.8 0.172
H 0.97792 -1.87940 -2.02006 -0.1 1.1 -1.2 0.070
H -1.71040 -2.55177 -2.37548 1.1 -0.1 -0.1 0.154
```
Positions in Å, forces in eV/Å.

Summary:
Charge: +1
HOMO level (spin up / spin down) in eV: -13.8 / -13.9
HOMO-LUMO gap (spin up / spin down) in eV: 8.5 / 8.2
Energy above the lowest of the compared OMol25 structures with the same formula, charge and spin in kcal per mole: 123.40
Largest force on an atom in Eh/bohr: 0.091
Energy in eV: -25712.8414

=====

# C4H8N3OP

C4H8N3OP in the gas phase at a distorted geometry (ωB97M-V/def2-TZVPD, the Open Molecules 2025 dataset).

Structure (XYZ):
```
17
Properties=species:S:1:pos:R:3:forces:R:3:lowdin_charge:R:1
C -2.46490 0.85059 -0.49624 1.9 -1.7 0.5 -0.136
C -1.09163 0.92816 -0.42184 0.2 2.4 -1.2 -0.135
C -1.77665 -0.91578 0.48652 1.5 -2.9 -0.9 -0.224
C 1.81207 0.47119 1.23266 -1.5 -0.8 0.7 -0.133
N -2.82033 -0.37131 0.00393 -2.0 0.4 0.9 0.046
N -0.62616 -0.26536 0.14264 -0.3 2.5 -0.2 -0.154
N 1.58687 -0.43428 -1.43387 1.7 2.1 3.6 -0.009
O 1.12164 -2.14854 0.44048 -0.1 0.7 0.0 -0.308
P 1.02293 -0.71085 0.10851 0.4 -0.7 0.5 0.518
H -3.26380 1.38566 -0.90864 -0.3 1.4 -0.6 0.081
H -0.44969 1.82896 -0.75156 -0.9 -2.0 0.7 0.133
H -1.66984 -1.96181 0.76066 -0.3 0.3 0.4 0.127
H 2.66771 0.95843 0.85566 0.8 0.7 -0.6 0.033
H 1.08118 1.13669 1.71194 0.2 0.1 -0.6 0.059
H 2.11182 -0.16293 2.05258 0.4 -0.4 0.3 0.047
H 1.13660 -1.06145 -1.95498 -1.9 -3.1 -3.3 0.002
H 1.62218 0.47265 -1.82845 0.0 0.9 -0.3 0.053
```
Positions in Å, forces in eV/Å.

Summary:
Charge: 0
HOMO level in eV: -9.3
HOMO-LUMO gap in eV: 9.8
Energy above the lowest of the compared OMol25 structures with the same formula, charge and spin in kcal per mole: 0.00
Largest force on an atom in Eh/bohr: 0.094
SMILES: C[P@@](N)(=O)n1ccnc1
Energy in eV: -20085.4319

=====

# C4H8N3S

An isolated ion of composition C4H8N3S and charge +1 at a distorted geometry (ωB97M-V/def2-TZVPD, the Open Molecules 2025 dataset).

Structure (XYZ):
```
16
Properties=species:S:1:pos:R:3:forces:R:3:lowdin_charge:R:1
C 1.02745 0.32942 -1.30089 0.0 -0.1 2.4 -0.099
C 1.27152 0.21430 1.06056 2.2 0.2 1.8 -0.022
C -0.66620 1.19607 0.03966 -0.6 -3.0 1.7 -0.639
C -1.69424 -1.57915 -0.39487 0.9 2.4 4.3 -0.288
N -0.04393 0.95547 -1.14284 1.5 0.3 -3.3 0.077
N 1.76572 -0.13193 -0.16356 -2.5 1.1 0.7 0.110
N 0.15433 0.92847 1.24995 2.8 -1.7 -1.7 0.113
S -2.14522 0.16934 0.09067 -1.0 0.3 0.2 0.912
H 1.57758 0.02225 -2.14800 -0.3 0.3 -1.7 0.133
H 1.99705 -0.09954 1.92836 -1.9 0.9 -1.4 0.200
H -0.97376 2.15466 0.19817 -1.1 2.8 -0.3 0.089
H -2.71382 -1.89351 -0.18939 0.4 -1.2 -0.7 0.032
H -0.92361 -1.85478 0.40320 -1.3 -0.4 -1.1 0.059
H -1.23968 -1.47901 -1.31275 0.3 -0.7 -2.4 -0.008
H 2.71073 -0.37859 -0.39789 0.4 -0.5 1.0 0.157
H -0.10392 1.44654 2.07961 0.4 -0.7 0.4 0.172
```
Positions in Å, forces in eV/Å.

Summary:
Charge: +1
HOMO level in eV: -12.9
HOMO-LUMO gap in eV: 8.1
Energy above the lowest of the compared OMol25 structures with the same formula, charge and spin in kcal per mole: 55.08
Largest force on an atom in Eh/bohr: 0.098
SMILES: CS[C@@H]1N=CNC=[NH+]1
Energy in eV: -19574.8663

=====

# C4H8N3S

An isolated ion of composition C4H8N3S and charge +1 at a distorted geometry (ωB97M-V/def2-TZVPD, the Open Molecules 2025 dataset).

Structure (XYZ):
```
16
Properties=species:S:1:pos:R:3:forces:R:3:lowdin_charge:R:1
C -1.69185 -0.53450 0.16714 -0.4 -0.6 -1.0 -0.036
C 1.11134 -0.41738 -0.09612 -0.5 1.8 -0.5 -0.727
C 0.45793 -1.76337 -0.05334 -1.0 2.8 0.7 -0.155
C 0.74653 2.07704 0.14763 3.3 1.5 -3.3 -0.070
N -0.99329 -1.67135 0.01875 -1.0 0.6 1.2 0.099
N 0.30706 0.74972 -0.08246 -1.4 -1.3 0.6 -0.123
N -1.14085 0.65159 -0.02494 1.4 -3.0 1.1 0.131
S 2.71798 -0.37233 -0.23018 0.1 0.2 0.2 0.844
H -2.81692 -0.48788 0.32921 1.6 -0.6 -0.4 0.192
H 0.66178 -2.25967 -0.91340 0.9 -1.5 -2.7 0.099
H 1.01328 -2.22040 0.71841 -0.3 -1.1 1.4 0.116
H 0.49949 2.63606 1.00046 -1.0 0.0 1.4 0.084
H 1.87488 2.18626 0.04050 -1.3 -1.0 0.6 0.096
H 0.54148 2.62754 -0.78410 -0.7 0.3 0.5 0.110
H -1.45529 -2.56469 -0.10079 -0.5 0.3 0.4 0.170
H -1.83356 1.36336 -0.13677 0.7 1.4 0.0 0.170
```
Positions in Å, forces in eV/Å.

Summary:
Charge: +1
HOMO level in eV: -12.8
HOMO-LUMO gap in eV: 8.5
Energy above the lowest of the compared OMol25 structures with the same formula, charge and spin in kcal per mole: 66.15
Largest force on an atom in Eh/bohr: 0.096
SMILES: CN1[NH+]=CNCC1=S
Energy in eV: -19574.3862

=====

# C4H8N4

C4H8N4 in the gas phase at a distorted geometry (ωB97M-V/def2-TZVPD, the Open Molecules 2025 dataset).

Structure (XYZ):
```
16
Properties=species:S:1:pos:R:3:forces:R:3:lowdin_charge:R:1
C -0.56035 0.26432 -1.22138 2.1 -2.0 2.1 -0.389
C 0.02469 -0.06376 0.00371 0.1 2.1 -3.1 -0.245
C 1.46952 -0.39687 0.35925 -1.3 -0.1 -2.0 -0.164
C -0.60278 0.24247 1.18923 -1.6 -0.9 3.8 -0.186
H -2.17847 0.91874 -2.21844 -0.8 -0.3 -0.3 0.082
H -2.48625 -0.05526 -0.72768 -0.3 0.7 -0.9 0.101
H 1.09355 -0.33230 -2.32524 1.5 0.1 0.8 0.023
H -0.34943 -1.10804 -2.59106 1.7 3.6 -0.3 0.185
H 2.05552 0.42292 -0.12861 0.2 -0.7 0.8 0.114
H 1.61785 -1.36478 -0.30819 0.7 1.1 2.1 0.131
H 2.18542 0.12976 2.30530 -1.3 -0.3 -0.2 0.110
H -1.68214 0.46835 1.19446 0.7 0.1 0.6 0.112
N -1.92330 0.54386 -1.33104 1.6 -0.4 0.7 0.097
N 0.15660 -0.05158 -2.43074 -4.5 -3.3 -0.8 0.066
N 1.40080 -0.37815 1.85953 0.2 -0.8 -1.0 -0.082
N 0.04554 -0.02218 2.30433 1.0 1.2 -2.3 0.044
```
Positions in Å, forces in eV/Å.

Summary:
Charge: 0
HOMO level in eV: -7.2
HOMO-LUMO gap in eV: 7.6
Energy above the lowest of the compared OMol25 structures with the same formula, charge and spin in kcal per mole: 78.05
Largest force on an atom in Eh/bohr: 0.110
SMILES: NC(N)=C1C=NNC1
Energy in eV: -10234.8576

=====

# C4H8N4

C4H8N4 in the gas phase at a distorted geometry (ωB97M-V/def2-TZVPD, the Open Molecules 2025 dataset).

Structure (XYZ):
```
16
Properties=species:S:1:pos:R:3:forces:R:3:lowdin_charge:R:1
C 1.38657 -0.30797 0.54796 2.2 -0.6 -0.3 -0.173
C 0.03621 -0.77578 -0.15249 1.4 -0.4 -2.5 -0.243
C -2.24367 -0.09182 -0.09695 0.9 0.3 -0.6 -0.113
C 0.11178 0.37703 0.79034 0.6 -2.8 0.0 -0.323
H 1.90455 0.64205 -1.34149 0.7 0.1 1.2 0.079
H 2.97606 0.68232 0.03502 2.9 2.7 1.2 0.003
H 2.06137 -0.76046 1.43657 -2.0 0.9 -2.0 0.172
H 0.24580 -0.57584 -1.27132 -0.3 0.2 1.7 0.149
H -1.37334 -1.99629 -0.50170 -1.9 -3.2 -2.2 0.059
H -3.29112 -0.56967 -0.14445 1.5 2.0 -0.2 0.131
H -0.04215 1.99510 -0.46335 -1.2 -0.9 1.7 0.175
H -0.39101 -0.22398 1.54534 -0.1 1.5 1.2 0.156
N 2.35327 0.23328 -0.50529 -4.6 -3.7 -0.5 0.044
N -1.31782 -1.21770 0.02096 1.4 2.5 2.6 -0.023
N -1.83668 1.20476 -0.13272 -4.3 -5.0 -0.4 0.010
N -0.57980 1.38495 0.23357 2.9 6.5 -0.9 -0.105
```
Positions in Å, forces in eV/Å.

Summary:
Charge: 0
HOMO level in eV: -7.1
HOMO-LUMO gap in eV: 8.1
Energy above the lowest of the compared OMol25 structures with the same formula, charge and spin in kcal per mole: 157.01
Largest force on an atom in Eh/bohr: 0.139
SMILES: N[C@@H]1[C@H]2NC=NN[C@H]12
Energy in eV: -10231.4335

=====

# C4H8N4

C4H8N4 in the gas phase at a distorted geometry (ωB97M-V/def2-TZVPD, the Open Molecules 2025 dataset).

Structure (XYZ):
```
16
Properties=species:S:1:pos:R:3:forces:R:3:lowdin_charge:R:1
C 0.37486 0.25597 1.80758 0.3 3.2 3.5 -0.504
C -0.34868 1.01205 0.75627 -1.6 1.1 2.8 -0.049
C -0.75973 0.62432 -0.42172 -1.0 1.5 -1.6 -0.087
C -0.08397 -0.15422 -1.43146 -1.0 -3.1 -2.7 -0.463
H 1.92640 -1.01074 2.18125 -0.8 0.2 -0.1 0.105
H 1.47601 -0.94907 0.47155 -0.9 0.9 2.7 0.118
H -0.49923 1.43263 3.16997 1.5 -1.2 -0.5 0.038
H -0.93985 1.92206 1.17139 1.1 -1.9 -0.4 0.134
H -1.71966 1.12281 -0.72511 1.2 -0.4 -0.3 0.126
H -2.07007 -0.77788 -2.27357 2.4 -0.1 -0.2 0.122
H -0.46068 -1.29039 -3.02141 -1.0 -0.4 -0.5 0.065
H 1.47385 -0.99464 -2.34310 -0.7 0.7 0.5 0.060
N 1.19543 -0.75674 1.51662 1.8 -1.6 -3.1 0.104
N 0.25975 0.69037 3.08361 -1.0 -0.5 -2.6 0.061
N -1.01167 -0.78855 -2.35056 0.2 1.3 1.7 0.077
N 1.18724 -0.33800 -1.59131 -0.6 0.3 0.9 0.092
```
Positions in Å, forces in eV/Å.

Summary:
Charge: 0
HOMO level in eV: -8.7
HOMO-LUMO gap in eV: 8.6
Energy above the lowest of the compared OMol25 structures with the same formula, charge and spin in kcal per mole: 43.56
Largest force on an atom in Eh/bohr: 0.092
SMILES: [H]/N=C(N)/C=C\C(N)=N/[H]
Energy in eV: -10236.3533